Formula: C81H203N5O41
Source: the Open Molecules 2025 dataset
Level of theory: the ωB97M-V functional and the def2-TZVPD basis

Last column: Löwdin charge in e.
Positions of all 330 atoms, in Å:
O (0.38, -1.33, 4.78)  -0.072
O (-1.99, -2.16, 6.33)  -0.056
O (-2.54, 1.16, -6.66)  -0.058
O (2.92, 2.99, -5.50)  -0.065
C (-4.06, -7.85, 1.13)  -0.181
H (-9.40, -3.03, -0.92)  0.070
H (-1.65, -4.84, -1.25)  0.124
O (5.16, 4.07, 1.15)  -0.087
C (1.37, -5.65, 4.37)  -0.208
H (-7.92, -4.06, -0.62)  0.075
H (-1.21, 2.49, -0.49)  0.071
O (2.05, -5.32, 3.21)  -0.073
C (1.15, 7.02, -5.07)  -0.199
H (6.04, -1.51, 4.24)  0.132
H (-2.79, -8.50, 5.61)  0.080
H (-2.83, 0.73, -4.71)  0.102
H (2.89, 3.09, 3.93)  0.116
C (-3.12, -8.08, 3.56)  -0.468
C (1.24, 5.55, 0.81)  -0.214
C (-0.48, 0.51, 0.28)  -0.440
H (6.53, 3.01, 6.04)  0.112
H (1.69, -6.12, 6.46)  0.117
H (5.24, -6.19, 0.36)  0.096
H (2.24, 7.06, -5.13)  0.121
H (3.43, -0.38, -0.23)  0.102
C (7.38, 0.66, -0.31)  -0.488
N (-3.96, 5.66, 0.02)  -0.151
H (4.30, -1.39, -5.29)  0.100
H (4.54, -4.32, -5.82)  0.123
C (-1.89, 0.02, 0.55)  -0.026
C (-4.93, -1.22, -1.50)  -0.071
H (-5.55, 2.26, 3.70)  0.122
H (-2.50, -4.12, 1.57)  0.064
H (7.49, -4.01, -0.28)  0.084
H (1.12, 5.20, -3.20)  0.051
H (-8.38, -2.46, -3.14)  0.111
H (-5.63, -0.63, 4.06)  0.109
H (-1.34, -1.80, 3.64)  0.116
C (2.24, -6.22, 5.53)  -0.231
H (4.84, -2.13, 5.46)  0.132
C (-4.76, 4.08, -1.55)  -0.021
O (5.95, 1.00, 6.23)  -0.082
H (5.03, 0.10, -3.47)  0.067
H (2.09, 2.17, -1.10)  0.067
H (1.22, 2.45, 6.09)  0.026
H (0.84, 7.33, -6.07)  0.121
O (4.32, 6.93, 0.04)  -0.089
H (-2.30, 8.33, 1.45)  0.079
H (6.99, 3.36, -2.87)  0.066
H (-0.04, -2.50, -0.66)  0.061
H (-3.61, -6.06, 5.56)  0.109
C (-0.61, -2.27, 4.30)  -0.191
O (-0.28, -3.43, -0.71)  -0.071
C (-3.49, -8.83, 4.84)  -0.051
H (-5.55, 3.95, -0.81)  0.076
H (-1.46, -9.33, 3.06)  0.089
H (-2.47, 3.78, -6.74)  0.074
O (-2.93, -6.08, 4.89)  -0.033
H (-2.57, 0.31, -0.25)  0.074
H (-4.98, -8.91, 2.77)  0.109
H (-3.52, -9.91, 4.74)  0.087
C (5.54, 1.03, -3.69)  -0.028
C (-6.46, 2.50, 1.87)  -0.261
H (-8.07, 0.11, 0.27)  0.051
C (-1.66, -8.27, 3.19)  -0.036
H (-2.59, -3.92, -3.20)  0.133
H (-4.50, -8.59, 5.15)  0.086
H (5.38, 3.84, 2.95)  0.024
C (-7.66, -1.92, -0.48)  -0.474
H (-3.68, 4.18, 1.10)  0.062
H (0.45, 2.56, 0.03)  0.043
H (-3.12, -7.87, 0.59)  0.092
C (-4.99, 6.54, -2.06)  -0.127
C (-3.72, -5.68, 2.61)  -0.423
H (4.22, -4.33, 1.19)  0.100
H (1.10, -4.58, -1.25)  0.033
H (-3.36, -1.88, 5.03)  0.029
O (-0.07, 1.26, 5.55)  -0.076
H (0.96, -5.16, -3.58)  0.099
O (2.07, 2.84, 6.31)  -0.062
H (-3.97, 3.34, -1.44)  0.077
H (3.01, 4.71, 0.90)  0.057
H (-4.09, -0.58, -1.78)  0.089
H (8.61, 2.66, -2.73)  0.053
H (0.15, 0.43, 2.34)  0.114
C (6.85, 1.14, -2.82)  -0.402
H (-1.89, -1.06, 0.68)  0.075
H (-2.24, 6.45, -2.24)  0.086
C (3.05, 1.03, -6.92)  -0.179
H (4.56, 7.83, -0.20)  0.095
O (5.51, 1.82, -0.97)  -0.024
H (4.76, 1.25, -1.08)  0.075
H (2.59, 0.04, -6.99)  0.099
C (-4.29, 6.86, 2.25)  -0.020
H (8.79, 2.32, -0.63)  0.068
H (6.92, 4.83, 0.23)  0.109
O (0.91, 3.68, 3.53)  -0.091
H (0.37, 0.49, 5.19)  0.060
H (1.29, 7.35, -3.16)  0.032
O (1.52, -5.37, -1.59)  -0.063
C (2.22, 3.94, 4.05)  -0.187
C (-6.25, -0.81, -2.38)  -0.438
C (-2.21, 2.90, -4.90)  -0.189
H (2.28, -4.18, -3.02)  0.111
H (2.09, 1.23, 1.08)  0.110
H (1.15, -0.71, -3.41)  0.067
H (5.30, 3.36, 0.53)  0.057
H (1.23, 4.67, 5.83)  0.117
C (-1.94, 2.80, 5.27)  -0.174
H (-2.25, -1.03, -5.96)  0.042
H (2.58, -7.22, -2.94)  0.133
H (0.02, 6.54, -0.69)  0.102
H (1.42, -1.98, -2.11)  0.060
O (-3.75, -1.28, 4.39)  -0.082
H (-1.43, -7.83, 2.22)  0.068
H (-4.88, 6.51, -3.14)  0.118
C (-8.55, -3.23, -0.27)  -0.024
C (-4.75, 7.97, -1.51)  -0.155
H (4.38, -2.05, 2.37)  0.109
O (2.45, -7.59, 5.44)  -0.051
H (9.59, -1.20, -2.39)  0.110
C (4.34, -2.46, 3.38)  -0.200
H (2.28, -6.12, 2.72)  0.102
H (-0.11, -3.00, 3.66)  0.109
H (-5.27, 6.39, 2.31)  0.069
C (2.10, 1.34, -1.81)  -0.013
H (-3.73, 8.26, -1.79)  0.094
H (6.15, 5.86, 1.43)  0.127
C (-4.99, -0.04, 6.03)  -0.262
H (-3.54, 2.99, 3.21)  0.049
H (5.13, -2.74, -0.33)  0.098
C (-4.09, 5.48, -1.44)  -0.500
C (-5.23, 2.14, 2.66)  -0.199
H (1.78, 6.38, 1.28)  0.128
H (0.83, -4.75, 4.68)  0.095
O (4.87, -3.64, -3.97)  -0.091
O (-0.71, 0.44, -2.12)  -0.011
H (7.87, -1.47, -0.64)  0.101
H (-5.56, -6.69, 1.78)  0.102
C (1.73, -1.03, -2.54)  -0.003
C (-1.74, -3.43, -2.73)  -0.210
O (-2.07, -2.09, -2.99)  -0.095
C (-2.94, 1.58, -5.37)  -0.227
N (-7.35, -1.69, -1.89)  -0.123
H (5.84, -2.07, -5.83)  0.124
H (-0.34, 5.54, -4.70)  0.118
C (-0.57, -1.94, -6.09)  -0.171
H (-3.62, 6.40, 2.98)  0.075
H (3.05, 1.08, -2.26)  0.052
O (-0.04, -4.26, -5.76)  -0.068
H (7.83, 2.60, -4.24)  0.074
C (-2.35, -5.06, 2.10)  -0.014
C (5.94, 2.34, 4.14)  -0.234
O (5.86, 3.72, 3.78)  -0.085
H (0.29, -1.11, 1.55)  0.108
H (-4.68, 0.96, 5.75)  0.102
H (4.83, 2.74, 6.09)  0.106
H (-8.24, 2.10, 1.43)  0.081
H (-2.19, -2.01, -3.94)  0.030
O (2.09, 4.45, 0.97)  -0.078
H (-6.37, 2.31, 0.80)  0.087
H (-5.05, 1.07, 2.56)  0.102
C (2.10, 4.06, 5.59)  -0.234
C (-8.60, -0.83, 0.06)  -0.045
H (-2.39, 3.15, -3.86)  0.103
C (6.57, 0.07, 0.87)  -0.019
H (-1.36, -1.46, 6.50)  0.083
C (-3.82, 6.96, 0.73)  -0.432
O (1.84, 6.14, -1.56)  -0.083
H (3.97, -6.12, -1.95)  0.056
H (-4.78, 8.91, 0.46)  0.117
O (2.95, -2.61, 3.74)  -0.093
H (-0.52, -3.28, -7.59)  0.123
H (8.95, 1.78, 0.90)  0.092
H (2.96, 4.65, 5.89)  0.112
C (-5.04, -1.03, 4.88)  -0.249
C (8.16, 1.89, 0.15)  -0.013
C (0.06, -3.15, -6.67)  -0.218
H (-6.70, -1.78, 1.44)  0.123
H (-5.26, 3.88, -2.49)  0.078
H (-5.11, -0.35, -4.17)  0.067
C (-5.28, -1.11, 0.06)  -0.151
C (4.76, -2.17, -5.90)  -0.266
H (-3.56, -9.73, 2.22)  0.112
H (-4.56, 7.82, 2.69)  0.072
H (2.61, -3.48, 3.49)  0.041
H (-6.59, 3.58, 1.83)  0.120
O (-4.01, 2.85, 2.39)  -0.060
H (2.50, 6.68, -1.11)  0.068
H (-2.79, 1.69, -7.43)  0.092
H (5.55, -4.05, -1.51)  0.111
O (4.11, -6.00, -2.89)  -0.064
H (-7.44, 1.00, -2.63)  0.085
H (-4.66, -2.21, -1.87)  0.095
C (4.24, -3.43, -5.25)  -0.229
H (-1.40, 3.33, 6.05)  0.118
H (-5.74, 1.36, -2.66)  0.065
H (3.32, -4.31, -0.28)  0.114
H (-6.67, -0.93, -4.59)  0.082
H (-6.02, 6.22, -1.91)  0.115
O (-2.63, 3.95, -5.81)  -0.072
H (-5.53, -1.90, 5.35)  0.130
O (-1.82, 3.47, 4.03)  -0.085
N (0.03, 0.03, -1.04)  -0.108
C (-1.26, -2.99, 5.43)  -0.233
H (-0.81, -3.69, -3.24)  0.100
C (-1.53, -3.76, -1.26)  -0.220
H (-5.54, -2.06, -3.99)  0.084
N (-3.56, -6.62, 3.76)  -0.093
O (-2.04, -1.94, -5.74)  -0.075
C (-1.40, 1.28, 5.21)  -0.217
H (0.42, 5.40, 1.50)  0.114
C (4.99, -1.67, 4.49)  -0.183
H (-9.02, -3.39, 0.70)  0.080
H (-6.86, 0.21, 5.83)  0.085
H (-4.02, -3.81, 3.84)  0.060
C (2.82, -6.24, -3.35)  -0.241
H (5.87, 0.78, 1.31)  0.068
O (4.49, -2.10, -7.28)  -0.054
C (0.80, 5.77, -0.66)  -0.174
O (1.29, 4.76, -4.04)  -0.070
H (-5.77, 7.49, 0.33)  0.112
H (4.82, -3.44, 3.40)  0.123
H (-5.47, -0.08, 0.38)  0.087
C (0.41, -0.04, 1.39)  -0.100
H (-0.96, -7.82, 3.90)  0.065
H (1.80, 1.30, -5.29)  0.091
H (-3.97, 1.90, -5.23)  0.113
H (-1.73, -5.70, 1.46)  0.068
H (5.16, -2.70, -7.63)  0.088
H (2.79, -1.12, -2.78)  0.076
C (-6.48, 0.71, -2.20)  -0.033
H (9.57, 0.51, -2.23)  0.097
H (1.18, 2.33, -6.40)  0.114
H (2.76, -6.36, -4.43)  0.121
C (5.50, -3.76, -0.46)  -0.213
H (-5.41, 8.71, -1.97)  0.111
C (0.70, 5.60, -5.00)  -0.263
H (-1.57, 0.84, 4.23)  0.116
H (4.74, -4.52, -3.60)  0.016
H (4.85, 1.86, -3.55)  0.070
H (6.84, 1.91, 3.69)  0.113
H (3.14, -5.68, 5.83)  0.119
H (-1.91, -3.76, 5.01)  0.096
H (-0.36, -1.09, -6.73)  0.125
C (4.31, -4.50, 0.12)  -0.231
H (-3.02, 5.18, -3.15)  0.073
H (2.64, -7.87, 4.54)  0.083
C (-5.89, -1.04, -3.84)  -0.042
C (2.35, -0.51, -0.10)  -0.148
H (2.63, 4.87, 3.67)  0.121
O (4.44, -5.89, -0.08)  -0.071
H (1.29, -1.63, 4.72)  0.063
H (-4.25, -0.47, 6.72)  0.121
H (-0.06, -1.72, -5.15)  0.101
H (0.31, 4.85, -0.96)  0.111
N (6.44, 0.93, -1.40)  -0.125
H (0.40, -5.04, -6.11)  0.083
H (-2.39, -3.40, -0.69)  0.105
H (1.11, -2.96, -6.91)  0.118
H (-4.91, -5.77, 0.60)  0.107
O (3.15, 1.52, -8.31)  -0.079
H (-1.75, -4.92, 3.00)  0.058
C (-6.43, -2.05, 0.42)  -0.132
C (2.15, 1.97, -6.08)  -0.252
H (0.68, -6.40, 3.97)  0.109
C (-0.51, 2.10, 0.26)  0.009
C (1.84, -5.18, -2.94)  -0.243
H (3.38, -0.64, 4.33)  0.069
H (5.82, 6.46, -1.24)  0.118
H (-4.50, -3.74, 2.17)  0.069
H (-0.89, 3.45, 3.77)  0.039
H (-1.16, 2.64, -5.00)  0.101
C (8.33, -0.48, -0.73)  -0.108
C (-4.57, -6.38, 1.44)  -0.083
H (4.04, 0.91, -6.48)  0.100
H (-1.59, 6.90, 0.73)  0.053
C (7.62, 2.52, -3.17)  -0.011
C (5.96, 5.15, 0.62)  -0.160
H (-2.39, 0.42, 1.44)  0.086
H (0.74, 5.18, -6.01)  0.124
O (6.70, -4.06, 0.27)  -0.049
H (5.66, 1.03, -4.78)  0.075
H (7.30, -0.08, 1.67)  0.094
H (1.52, 1.82, -2.60)  0.076
O (0.75, 7.74, -3.85)  -0.066
H (2.41, -1.59, 0.00)  0.110
O (-6.28, 0.02, 6.57)  -0.049
H (2.58, -0.19, 1.95)  0.102
H (-6.61, 1.14, -1.20)  0.049
H (-5.48, -4.59, 3.35)  0.091
H (3.16, -3.34, -5.20)  0.105
H (-2.00, 0.75, 5.95)  0.096
H (5.13, 1.71, 3.79)  0.086
H (-5.97, -3.02, 0.27)  0.103
H (7.13, -0.88, -3.29)  0.103
H (-0.88, 2.60, 1.16)  0.076
O (-3.13, 4.79, 0.59)  -0.022
H (3.90, 2.12, -8.29)  0.071
O (-7.69, 1.86, 2.18)  -0.061
C (-3.98, -8.74, 2.38)  -0.127
C (5.19, 5.94, -0.52)  -0.187
H (7.48, 2.67, 0.50)  0.061
H (-9.31, -1.12, 0.84)  0.084
H (5.35, 0.53, 5.65)  0.006
H (-2.05, 4.81, -1.69)  0.070
O (-8.48, -1.63, -2.67)  -0.011
H (2.28, 3.43, -4.94)  0.028
H (-4.73, -8.29, 0.39)  0.101
C (5.76, 2.33, 5.69)  -0.202
C (-4.82, 7.92, 0.00)  -0.156
H (4.59, 5.34, -1.20)  0.114
H (9.22, -0.38, -0.11)  0.115
H (-2.25, 8.22, -0.25)  0.070
C (1.94, 0.15, 1.13)  -0.168
H (0.91, 3.98, 2.62)  0.033
H (-4.34, -1.34, 0.58)  0.080
H (-0.56, -3.58, 6.03)  0.120
H (8.15, 0.02, -4.19)  0.116
C (7.81, -0.04, -3.16)  -0.153
C (1.49, -0.03, -1.34)  -0.405
C (-2.41, 7.61, 0.64)  -0.025
C (8.92, -0.37, -2.18)  -0.154
C (-4.45, -4.41, 3.04)  -0.052
H (5.95, -0.77, 0.55)  0.063
C (-2.76, 5.50, -2.14)  -0.032
H (-9.31, -0.43, -0.66)  0.079
O (4.28, -0.43, 4.58)  -0.090
H (-2.98, 2.78, 5.59)  0.101
H (-1.07, -0.39, -2.44)  0.060

Formula: C4H9O
Source: the Open Molecules 2025 dataset
Level of theory: the ωB97M-V functional and the def2-TZVPD basis

Last column: Löwdin charge in e.
Positions of all 14 atoms, in Å:
O (-1.03, -0.99, -1.04)  -0.512
C (0.71, 1.45, 0.70)  -0.009
C (1.60, 0.45, 1.18)  -0.219
H (-2.56, -0.45, -2.50)  0.009
H (1.41, -1.74, 1.47)  0.068
H (-2.22, 0.84, -1.34)  0.018
C (1.40, -0.97, 0.66)  -0.154
H (2.12, -1.24, -0.13)  0.058
H (2.23, 0.70, 2.04)  0.058
H (0.47, -0.80, 0.11)  -0.004
C (-2.26, -0.29, -1.45)  -0.387
H (-3.06, -0.71, -0.72)  0.039
H (0.27, 1.38, -0.25)  0.018
H (0.91, 2.36, 1.26)  0.016

Calculated values
Total charge: -1

The HOMO level results, record by record, are as follows: -7.6, -2.2 eV.
The energy relative to the best compared isomer or geometry (same formula, charge and spin) results, record by record, are as follows: 0.0, 186.4 kJ/mol.
The E results, record by record, are as follows: -178669.4023, -6338.8368 eV.